1.
{"formula": "C21H38F3O16", "method": "ωB97M-V/def2-TZVPD", "elements": ["O", "H", "C", "C", "O", "C", "O", "O", "F", "H", "H", "H", "C", "C", "O", "C", "O", "O", "F", "H", "H", "H", "C", "C", "O", "C", "O", "O", "F", "H", "H", "H", "C", "O", "C", "C", "O", "C", "C", "O", "C", "H", "H", "H", "H", "H", "H", "H", "H", "H", "H", "H", "H", "H", "H", "C", "O", "C", "C", "O", "C", "C", "O", "C", "H", "H", "H", "H", "H", "H", "H", "H", "H", "H", "H", "H", "H", "H"], "positions_angstrom": [[58.72800, 68.35500, 39.22100], [58.07400, 67.84700, 39.56600], [61.80900, 66.77600, 37.99600], [62.07700, 67.98300, 38.85700], [62.66000, 68.91300, 37.95100], [62.41300, 68.50300, 36.73500], [62.83200, 69.14000, 35.71400], [61.84200, 67.40200, 36.69600], [62.94700, 67.63900, 39.72200], [60.65200, 66.51300, 38.06900], [62.39300, 65.96000, 38.27200], [61.11000, 68.36500, 39.22600], [57.15400, 69.13200, 36.35200], [58.47300, 68.33800, 35.92600], [58.64700, 68.76300, 34.65900], [57.79800, 69.63500, 34.33200], [57.88900, 70.12600, 33.17500], [56.82100, 69.83500, 35.13900], [58.31300, 66.96200, 36.15200], [57.49700, 69.79100, 37.12900], [56.17700, 68.78900, 36.68800], [59.22800, 68.70300, 36.58000], [58.56500, 71.07500, 41.08000], [59.59200, 70.16000, 41.79100], [59.25800, 70.23800, 43.12400], [58.12200, 70.88800, 43.33900], [57.46800, 71.03200, 44.40400], [57.61500, 71.32400, 42.13100], [60.78100, 70.65600, 41.44800], [57.95100, 70.43800, 40.33500], [58.81300, 72.06100, 40.71000], [59.49300, 69.19100, 41.38000], [56.89900, 63.14300, 42.14800], [57.51800, 63.99700, 41.15700], [56.80700, 64.22500, 39.88500], [57.71800, 64.97700, 38.94700], [58.57800, 64.27000, 38.44600], [58.11800, 63.53200, 37.26700], [59.44400, 63.37600, 36.34200], [60.53700, 62.72900, 37.04900], [61.55300, 62.72200, 36.22800], [56.97300, 62.14200, 41.65000], [55.84000, 63.50600, 42.17800], [57.49800, 63.20500, 43.10600], [55.94500, 64.78800, 40.03000], [56.76500, 63.45000, 39.38800], [58.12300, 65.68100, 39.53400], [57.45500, 65.66500, 38.18700], [57.50100, 64.30100, 36.59700], [57.41900, 62.72200, 37.33800], [59.58700, 64.42400, 36.24000], [59.20000, 62.85100, 35.39700], [62.39800, 62.20500, 36.89700], [61.89800, 63.72200, 36.30300], [61.80100, 62.13400, 35.32700], [53.49100, 69.76200, 34.46500], [53.63700, 69.40900, 35.80600], [52.71400, 70.11000, 36.72600], [53.40400, 70.34000, 38.08000], [53.79300, 69.23900, 38.42500], [54.57400, 69.27000, 39.58000], [54.59200, 67.82500, 40.13400], [53.36000, 67.25300, 40.31400], [53.03900, 67.15500, 41.73500], [52.82600, 69.49900, 34.01400], [54.13900, 69.08100, 33.91000], [53.88200, 70.84400, 34.08500], [51.87100, 69.41000, 36.81300], [52.47800, 71.02200, 36.15700], [52.58200, 70.45700, 38.62500], [54.15800, 70.99900, 38.21600], [54.21200, 69.62700, 40.45300], [55.62300, 69.52100, 39.61400], [55.44400, 67.92800, 41.02400], [54.94800, 67.41200, 39.32200], [53.09800, 68.29500, 42.05100], [53.71500, 66.49600, 42.12500], [51.93700, 66.75500, 41.72800]], "forces_ev_per_a": [[3.2, 2.7, -1.7], [-3.0, -2.5, 1.6], [-6.0, 1.8, -0.4], [-2.9, 0.2, -2.3], [0.1, 0.9, 1.6], [4.5, 5.8, -5.1], [-1.9, -2.0, 3.5], [-1.4, -5.3, -1.0], [2.8, -0.3, 3.6], [2.5, 0.1, 0.3], [1.6, -1.4, -0.6], [0.5, 0.2, 0.5], [0.1, 0.1, 0.2], [-3.1, -0.4, 3.6], [3.4, -3.5, 0.5], [-1.5, 3.7, -8.4], [-0.6, -0.6, 3.4], [-0.4, 0.5, 1.5], [0.4, 1.0, -1.3], [0.1, 0.7, 0.2], [0.5, -1.3, 0.1], [1.0, -0.4, 0.4], [-2.9, -2.0, -0.3], [-1.9, 1.8, -2.8], [1.0, -0.3, 1.9], [-4.3, 1.3, 1.5], [3.2, -0.7, -3.7], [0.3, 0.0, 2.0], [2.0, 0.3, 0.8], [1.6, 1.1, 0.6], [0.9, -0.2, -0.3], [0.1, -1.4, -0.1], [0.1, 0.4, -2.3], [0.3, 0.9, -0.4], [2.1, 6.4, 4.8], [-6.2, 4.7, 3.7], [7.4, -8.6, -5.9], [1.7, 3.0, -2.6], [-2.6, -1.3, 2.6], [-6.1, -0.7, 0.2], [7.4, -1.5, 1.9], [-0.5, 0.2, 1.2], [0.6, -0.7, 0.8], [-0.9, 0.0, -1.2], [-2.0, 0.5, 0.5], [-1.8, -8.6, -4.0], [2.3, 2.6, 2.7], [-2.7, 0.9, -0.9], [1.0, -1.2, 1.4], [0.2, -0.9, 1.0], [1.2, 0.9, -0.7], [0.2, 0.3, 0.4], [-1.1, 0.8, -1.1], [1.0, 1.3, -1.7], [-1.7, 0.4, -0.4], [15.6, 5.9, 6.3], [-0.5, 0.8, 0.9], [1.7, 0.1, -2.6], [-4.4, 4.9, -6.0], [5.9, -10.8, 3.9], [0.3, -3.9, 0.6], [2.0, 3.1, 2.6], [-0.9, -0.6, 1.8], [-3.7, 3.6, -3.0], [-15.4, -4.4, -7.9], [1.3, 0.1, 0.3], [-1.1, -2.1, 1.4], [-0.1, 0.6, 0.4], [-0.5, 0.0, 0.7], [-3.9, 2.8, 3.0], [1.9, 3.5, -0.5], [-2.4, 3.2, 2.1], [0.5, 0.6, -1.4], [-2.4, -1.1, -1.8], [2.7, -3.3, -3.7], [-0.2, -2.6, 0.5], [1.6, -1.5, 1.8], [2.2, 0.8, 0.5]], "lowdin_charge": [-0.372, -0.204, 0.001, -0.378, 0.167, -0.640, 0.056, 0.113, 0.141, 0.171, 0.116, 0.142, 0.007, -0.249, 0.201, -0.640, 0.070, 0.103, 0.032, 0.107, 0.130, 0.133, -0.042, -0.341, 0.159, -0.484, 0.076, 0.015, 0.082, 0.125, 0.130, 0.124, -0.094, -0.199, -0.100, -0.384, -0.063, -0.081, -0.126, -0.156, -0.240, 0.087, 0.083, 0.098, 0.111, 0.028, 0.089, 0.122, 0.153, 0.102, 0.093, 0.131, 0.126, 0.072, 0.095, -0.120, -0.172, -0.076, -0.335, -0.052, -0.157, -0.256, -0.180, -0.056, -0.076, 0.103, 0.160, 0.133, 0.121, 0.097, 0.118, 0.085, 0.125, 0.199, 0.060, 0.127, 0.035, 0.119], "charge": -1, "molar_mass_g_mol": 603.51, "gap_ev": 7.64}



2.
{"formula": "C21H38FNO8S3", "method": "ωB97M-V/def2-TZVPD", "elements": ["C", "C", "O", "N", "H", "H", "C", "H", "H", "H", "H", "H", "H", "O", "H", "F", "C", "C", "C", "C", "C", "C", "H", "H", "H", "H", "H", "C", "C", "C", "S", "O", "O", "C", "H", "H", "H", "H", "H", "H", "H", "H", "C", "C", "C", "S", "O", "O", "C", "H", "H", "H", "H", "H", "H", "H", "H", "C", "C", "C", "S", "O", "O", "C", "H", "H", "H", "H", "H", "H", "H", "H"], "positions_angstrom": [[28.89900, -31.77869, 20.54421], [30.01104, -31.24294, 19.53478], [30.59729, -32.04663, 18.83047], [30.15458, -29.70411, 19.54845], [30.49439, -29.46865, 18.81895], [29.24644, -29.31097, 19.78744], [31.16231, -29.37309, 20.68661], [28.02215, -31.97812, 20.07739], [28.64490, -31.13749, 21.41589], [29.29969, -32.61688, 21.14005], [30.57778, -29.74918, 21.58738], [31.13591, -28.19020, 20.76709], [32.19204, -29.82908, 20.33867], [27.91774, -28.64202, 19.79175], [27.13319, -28.26026, 20.08507], [27.41786, -30.97537, 13.57620], [26.52064, -30.71817, 14.59033], [25.25648, -30.65913, 14.21652], [24.23499, -30.22789, 15.26255], [24.72427, -29.93550, 16.59276], [25.98444, -30.05600, 16.82782], [26.89350, -30.39063, 15.83527], [24.83603, -31.01923, 13.31978], [23.32724, -29.91510, 14.94682], [23.88091, -29.76892, 17.15566], [26.40865, -29.84371, 17.67812], [28.03457, -30.56234, 15.89777], [27.59892, -24.86698, 22.42338], [27.75739, -25.03113, 20.96138], [28.28807, -23.77394, 20.46273], [29.44941, -23.27750, 21.71714], [29.22934, -21.87243, 22.01190], [30.72139, -23.72818, 21.16139], [28.91198, -24.22458, 22.96841], [27.32755, -26.12732, 23.00848], [26.79107, -23.97234, 22.72812], [26.77468, -25.33918, 20.57380], [28.33096, -25.75439, 20.65649], [27.76313, -22.95087, 20.21655], [28.89314, -23.95538, 19.54131], [28.66860, -23.57083, 23.90571], [29.60004, -25.06979, 23.19158], [25.59158, -28.29693, 22.37021], [24.79692, -29.16436, 21.36052], [24.09516, -28.35380, 20.45022], [23.67780, -26.83204, 21.29114], [22.24912, -26.80215, 21.52476], [24.28242, -25.69655, 20.61422], [24.55546, -27.18265, 22.78811], [26.36147, -27.83239, 21.70889], [26.08231, -28.72765, 23.27105], [23.98327, -29.88138, 21.78728], [25.52092, -29.80286, 20.94742], [23.14965, -28.72885, 20.13140], [24.72221, -28.01935, 19.74741], [23.96162, -27.57241, 23.49643], [25.18597, -26.29303, 23.09084], [29.03648, -25.31663, 15.33597], [27.84272, -25.38820, 16.37917], [27.88802, -26.67364, 17.09218], [29.57016, -26.93620, 17.40386], [29.92830, -28.40702, 17.28569], [30.10401, -26.21192, 18.49448], [30.13091, -26.11841, 15.89760], [29.45146, -24.08947, 15.24156], [28.66330, -25.74880, 14.27091], [26.86444, -25.29227, 15.96196], [27.85203, -24.63948, 17.29369], [27.66050, -27.44137, 16.68474], [27.35737, -26.65287, 17.92931], [30.49297, -26.92134, 15.03651], [30.99213, -25.51121, 16.25015]], "forces_ev_per_a": [[3.9, 1.5, 2.6], [-1.4, -2.1, 0.4], [-0.7, 3.1, 1.3], [-1.5, -7.4, 12.6], [5.1, 4.4, -12.4], [-2.5, 1.5, 0.1], [-0.9, 1.3, -0.7], [-2.4, -0.8, -1.7], [0.2, 0.6, -1.0], [0.0, -0.3, -1.1], [1.7, 0.2, -0.8], [0.4, -2.5, -0.3], [-2.1, 0.9, 1.4], [1.9, -1.0, -0.9], [-1.7, 0.8, 0.8], [0.0, -0.2, 1.1], [1.1, 0.1, -2.0], [-6.4, 1.1, 3.0], [7.1, -1.0, -0.6], [-5.5, -1.0, -5.6], [3.8, -1.1, -2.5], [3.8, -0.8, 0.4], [0.1, 0.0, -1.3], [-3.0, 0.3, -0.8], [-1.0, 1.0, 2.4], [2.0, 1.1, 5.0], [-1.8, 0.8, 1.0], [-2.0, -0.9, 3.8], [-5.5, 2.1, 0.8], [3.2, -1.0, -1.5], [2.2, 2.7, -4.2], [0.3, -0.6, 0.3], [-0.3, 0.3, 1.3], [-1.6, -2.4, 4.4], [0.8, 4.3, -1.6], [1.4, -3.0, -1.1], [0.0, 0.5, -0.2], [3.7, -4.3, -1.0], [-2.8, 2.5, -0.2], [-0.1, 0.1, 0.8], [0.8, -1.3, -1.7], [0.0, 1.0, 0.0], [-1.0, 1.3, -0.6], [-0.3, -4.0, 4.5], [-2.6, 1.9, 0.4], [-0.9, 1.1, 0.1], [0.4, -0.1, 0.1], [0.0, -0.6, 0.3], [4.7, 1.4, -2.0], [-0.2, -0.1, 0.9], [-0.5, -0.1, -0.9], [1.6, 1.1, 0.2], [0.8, -1.0, -1.1], [-0.4, -0.3, -0.7], [2.0, 1.1, -3.5], [-2.4, -0.9, 2.6], [-1.4, -0.7, -0.1], [-1.7, 3.7, -1.6], [0.3, 2.2, 1.0], [4.3, 7.4, 2.7], [1.9, -4.5, -1.9], [-0.9, 3.2, 0.1], [0.3, 1.0, 1.7], [2.8, -2.3, -1.9], [-1.6, -3.7, -0.1], [0.9, 1.3, 2.6], [-0.5, 0.4, -0.7], [0.5, -0.7, -2.3], [-3.2, -9.5, -6.0], [-2.0, 0.1, 4.0], [-0.6, 1.8, 2.7], [-0.4, -0.5, -0.4]], "lowdin_charge": [0.021, -0.291, 0.128, 0.078, -0.044, -0.003, 0.041, 0.038, 0.078, 0.091, 0.102, 0.136, 0.139, -0.334, -0.141, 0.036, -0.334, 0.025, 0.035, -0.090, -0.110, -0.005, 0.097, 0.052, 0.078, 0.044, 0.162, -0.201, -0.288, -0.222, 0.649, -0.319, -0.322, -0.306, 0.204, 0.178, 0.116, 0.046, 0.071, 0.112, 0.148, 0.119, -0.173, -0.263, -0.258, 0.693, -0.320, -0.323, -0.211, 0.081, 0.130, 0.160, 0.088, 0.113, 0.060, 0.057, 0.098, -0.228, -0.194, -0.256, 0.726, -0.360, -0.288, -0.288, 0.186, 0.153, 0.106, 0.151, -0.003, 0.070, 0.169, 0.107], "molar_mass_g_mol": 547.73, "gap_ev": 9.00}



3.
{"formula": "C21H38HfN2OP2", "method": "ωB97M-V/def2-TZVPD", "elements": ["Hf", "P", "P", "N", "H", "C", "H", "H", "H", "C", "H", "H", "H", "C", "H", "H", "H", "C", "H", "H", "H", "C", "H", "H", "H", "C", "H", "H", "H", "C", "C", "C", "C", "C", "C", "H", "H", "H", "H", "H", "C", "O", "C", "H", "H", "H", "C", "H", "H", "H", "C", "C", "C", "C", "C", "C", "N", "H", "H", "H", "H", "H", "H", "H", "H"], "positions_angstrom": [[0.44635, -0.23939, 0.12313], [-0.28073, -2.75468, 0.44828], [0.77103, 2.47744, -0.65162], [-0.95447, -0.21569, -1.27950], [1.00100, -0.76422, 2.06103], [-1.58846, -2.73674, 1.72634], [-1.74374, -3.75709, 2.09873], [-2.51854, -2.35535, 1.28381], [-1.30173, -2.07487, 2.55553], [0.89173, -4.02644, 1.00652], [0.37485, -4.99466, 1.02076], [1.26372, -3.77865, 2.00832], [1.74488, -4.06812, 0.31653], [-1.10695, -3.56231, -0.96445], [-1.17309, -4.64175, -0.77369], [-0.53204, -3.38268, -1.88216], [-2.11066, -3.14149, -1.10261], [-0.16690, 3.56265, 0.50010], [0.06092, 4.62693, 0.34749], [0.04239, 3.28365, 1.54118], [-1.23662, 3.38508, 0.32520], [2.47979, 3.06688, -0.35125], [2.56230, 4.14997, -0.53085], [3.16595, 2.53147, -1.02131], [2.76954, 2.84615, 0.68628], [0.32538, 3.24641, -2.25061], [0.39016, 4.34422, -2.19800], [-0.70817, 2.96695, -2.49661], [0.97611, 2.88051, -3.05436], [-1.87690, -0.24519, -2.25341], [-4.19375, 0.14628, -3.03970], [-3.23313, 0.18850, -2.03838], [-1.61523, -0.75124, -3.58043], [-2.58246, -0.74751, -4.57303], [-3.87813, -0.30569, -4.32495], [-5.21117, 0.46477, -2.83079], [-3.49447, 0.53702, -1.03956], [-0.62824, -1.16600, -3.78416], [-2.32912, -1.11013, -5.57185], [-4.63982, -0.31645, -5.11918], [0.83351, 0.34007, 2.64875], [0.07530, 1.04385, 1.62777], [-0.04768, 0.37570, 3.91566], [0.46499, 0.26619, 4.88092], [-0.88047, -0.32617, 3.88766], [-0.48831, 1.37733, 3.93664], [2.17489, 1.01482, 2.97102], [2.03763, 2.09949, 2.92982], [2.96854, 0.75276, 2.26733], [2.55258, 0.78701, 3.97930], [3.58617, -1.71690, 0.97118], [3.48214, -1.30762, -0.44339], [4.46904, -1.49921, -1.41927], [3.97659, -0.97754, -2.62190], [2.68888, -0.47979, -2.35779], [1.80479, 0.16019, -3.34798], [2.38004, -0.68586, -1.01614], [3.81720, -2.79411, 1.03988], [2.66506, -1.54590, 1.55495], [4.39481, -1.15491, 1.47070], [5.42989, -1.97697, -1.23848], [4.45159, -0.95230, -3.59391], [2.20995, 1.13264, -3.66948], [1.74108, -0.47446, -4.24729], [0.79270, 0.29930, -2.95672]], "forces_ev_per_a": [[-1.6, 1.5, -5.0], [-0.4, -0.5, -0.1], [0.3, 0.4, 0.2], [2.2, -0.4, 2.6], [0.1, 1.3, 2.7], [-0.1, -0.1, 0.1], [-0.1, 0.2, 0.0], [0.3, -0.1, 0.1], [-0.1, -0.3, -0.2], [0.0, -0.2, 0.1], [0.3, 0.1, 0.1], [0.0, -0.1, -0.2], [-0.2, 0.0, 0.1], [0.1, 0.0, -0.2], [-0.1, 0.2, -0.1], [-0.2, -0.1, 0.2], [0.3, 0.0, 0.0], [-0.2, 0.0, 0.1], [0.0, -0.3, -0.1], [0.0, 0.1, -0.5], [0.2, 0.1, 0.1], [0.2, 0.2, -0.2], [0.1, -0.3, 0.1], [-0.1, 0.1, 0.2], [-0.1, 0.1, -0.3], [0.0, 0.0, -0.2], [0.0, -0.3, 0.0], [0.2, 0.0, 0.0], [-0.2, 0.1, 0.2], [-1.6, -0.2, -1.3], [0.2, -0.1, -0.2], [0.7, -0.2, 0.0], [0.1, 0.2, 1.0], [-0.1, -0.1, -0.2], [-0.3, 0.1, 0.0], [0.1, 0.0, 0.1], [0.1, 0.0, -0.2], [-0.2, 0.2, 0.0], [0.0, 0.0, 0.3], [0.4, 0.0, 0.5], [-1.0, 0.2, -1.1], [1.1, -1.1, 1.7], [-0.1, -0.5, 0.0], [0.2, -0.3, -0.5], [0.0, 0.0, -0.1], [0.1, -0.1, -0.2], [0.3, -0.2, -0.2], [-0.1, -0.1, -0.1], [-0.1, 0.1, -0.1], [-0.3, -0.2, -0.3], [0.1, -0.2, 0.8], [0.6, 0.1, -1.7], [-0.3, -0.1, 1.2], [-1.4, 0.6, 0.0], [1.5, -0.8, 0.5], [-0.4, 0.3, -0.5], [-0.2, 0.1, 0.4], [0.0, 0.4, 0.2], [0.3, -0.1, -0.2], [-0.3, -0.3, 0.0], [-0.2, 0.1, -0.1], [0.0, 0.0, 0.1], [-0.2, -0.2, 0.0], [-0.1, 0.3, 0.2], [0.2, 0.1, -0.1]], "lowdin_charge": [1.251, 0.724, 0.774, -0.217, 0.068, -0.252, 0.052, 0.055, 0.018, -0.274, 0.046, 0.047, 0.048, -0.250, 0.048, 0.049, 0.050, -0.274, 0.047, 0.024, 0.049, -0.269, 0.046, 0.040, 0.025, -0.264, 0.047, 0.047, 0.024, -0.445, -0.126, -0.064, -0.064, -0.124, -0.133, 0.092, 0.091, 0.084, 0.098, 0.095, -0.514, -0.465, -0.045, 0.081, 0.059, 0.092, -0.054, 0.086, 0.062, 0.086, -0.086, -0.410, -0.089, -0.080, -0.385, -0.084, -0.082, 0.079, 0.021, 0.083, 0.095, 0.094, 0.070, 0.084, 0.017], "molar_mass_g_mol": 574.99, "gap_ev": 6.83}



Relative energy (zero: lowest compared OMol25 entry of this formula, charge and spin)
In order: 436.36; 343.96; 0.00
Unit: kJ/mol
E
In order: -2325.86290; -2773.60752; -1738.49641
Unit: hartree